(1)
The following is a quantum chemistry calculation of a structure of composition C52H58N6O2Ti in a non-equilibrium geometry, from OMol25.

Last column: Löwdin charge in e.
Cartesian coordinates (Å):
Ti 0.123 0.150 0.080  1.28
C -0.744 6.147 -1.306  -0.07
C -1.258 5.090 -2.293  -0.18
C -1.495 3.760 -1.645  -0.11
C -2.599 3.374 -0.948  -0.12
C -3.830 4.172 -0.649  -0.18
C -3.885 4.631 0.815  -0.08
C -2.371 2.012 -0.530  -0.21
N -1.135 1.587 -0.925  0.07
C -0.603 2.622 -1.650  -0.22
C 0.488 2.492 -2.485  0.06
C 1.163 1.305 -2.695  -0.22
C 2.078 1.079 -3.788  -0.12
C 2.484 2.065 -4.840  -0.19
C 3.831 2.727 -4.526  -0.08
C 2.460 -0.223 -3.702  -0.13
C 1.781 -0.770 -2.551  -0.22
C 1.944 -2.066 -2.106  0.05
C 1.268 -2.624 -1.043  -0.25
N 0.334 -1.989 -0.269  0.06
C -0.122 -2.945 0.597  -0.23
C -1.259 -2.851 1.374  0.06
C -2.187 -1.836 1.254  -0.22
N -2.023 -0.754 0.449  0.08
C -3.154 -0.025 0.599  -0.23
C -3.328 1.255 0.118  0.05
C -4.107 -0.700 1.465  -0.13
C -3.491 -1.829 1.892  -0.12
C -3.999 -2.872 2.836  -0.18
C -3.391 -2.717 4.236  -0.08
C -5.489 -0.214 1.768  -0.19
C -6.423 -0.374 0.561  -0.08
C 0.602 -4.182 0.430  -0.13
C 1.448 -3.993 -0.618  -0.16
C 2.365 -4.987 -1.257  -0.19
C 1.715 -5.664 -2.472  -0.08
C 0.421 -5.410 1.266  -0.18
C 1.071 -5.246 2.647  -0.08
N 0.994 0.168 -1.953  0.07
C 3.303 -1.012 -4.655  -0.19
C 2.445 -1.921 -5.546  -0.08
H -0.593 7.103 -1.809  0.07
H 0.204 5.837 -0.871  0.06
H -1.459 6.296 -0.495  0.07
H -0.545 4.990 -3.112  0.10
H -2.195 5.448 -2.725  0.11
H -4.720 3.583 -0.882  0.11
H -3.849 5.051 -1.297  0.10
H -4.032 3.785 1.486  0.06
H -4.703 5.338 0.970  0.07
H -2.952 5.119 1.098  0.07
H 0.781 3.347 -3.077  0.11
H 1.719 2.836 -4.950  0.10
H 2.551 1.546 -5.798  0.11
H 3.782 3.256 -3.574  0.06
H 4.103 3.436 -5.309  0.07
H 4.618 1.975 -4.449  0.07
H 2.640 -2.697 -2.642  0.11
H -1.496 -3.683 2.025  0.11
H -4.286 1.727 0.299  0.11
H -3.772 -3.867 2.445  0.11
H -5.085 -2.799 2.906  0.10
H -2.301 -2.739 4.184  0.06
H -3.726 -3.518 4.898  0.07
H -3.681 -1.761 4.670  0.07
H -5.457 0.835 2.076  0.11
H -5.894 -0.776 2.610  0.10
H -6.024 0.147 -0.310  0.07
H -7.415 0.023 0.783  0.07
H -6.523 -1.428 0.300  0.08
H 2.638 -5.751 -0.526  0.11
H 3.292 -4.499 -1.566  0.11
H 0.828 -6.220 -2.167  0.08
H 2.410 -6.355 -2.950  0.07
H 1.404 -4.918 -3.205  0.07
H 0.864 -6.266 0.755  0.10
H -0.643 -5.626 1.384  0.11
H 2.149 -5.110 2.542  0.07
H 0.894 -6.123 3.270  0.07
H 0.668 -4.368 3.155  0.06
H 4.026 -1.617 -4.102  0.11
H 3.872 -0.330 -5.289  0.10
H 1.844 -2.600 -4.942  0.06
H 3.070 -2.513 -6.216  0.07
H 1.763 -1.321 -6.150  0.08
O 1.328 1.476 0.360  -0.18
C 2.386 2.172 0.028  -0.30
C 2.301 3.573 -0.025  -0.01
C 3.385 4.343 -0.380  -0.08
C 4.612 3.744 -0.663  -0.11
C 4.738 2.377 -0.527  -0.05
C 3.656 1.569 -0.172  -0.12
C 3.897 0.181 0.226  -0.08
N 2.987 -0.642 0.545  0.04
C 3.335 -1.851 1.244  -0.19
C 2.746 -1.746 2.655  -0.19
N 1.423 -1.146 2.623  0.06
C 0.854 -0.969 3.742  -0.11
C -0.354 -0.186 3.965  -0.13
C -0.892 -0.139 5.254  -0.06
C -1.946 0.689 5.574  -0.11
C -2.466 1.526 4.589  -0.08
C -1.956 1.511 3.310  0.00
C -0.906 0.645 2.953  -0.27
O -0.441 0.644 1.734  -0.19
H 1.342 4.008 0.225  0.11
H 3.286 5.421 -0.423  0.10
H 5.461 4.349 -0.951  0.10
H 5.704 1.908 -0.680  0.11
H 4.958 -0.090 0.342  0.13
H 4.422 -2.000 1.327  0.12
H 2.904 -2.712 0.737  0.09
H 3.403 -1.100 3.248  0.12
H 2.737 -2.733 3.132  0.10
H 1.317 -1.357 4.664  0.13
H -0.452 -0.777 6.014  0.11
H -2.349 0.708 6.578  0.10
H -3.272 2.208 4.834  0.10
H -2.344 2.169 2.543  0.10

Energy relative to the best compared isomer or geometry (same formula, charge and spin) (eV): 0.078
2S+1: 1
Net charge: 0
Lowest unoccupied orbital energy (eV): -0.66
Gap between HOMO and LUMO (eV): 5.783


(2)
The following is a quantum chemistry calculation of a structure of composition C52H60BrInN8OPSSb in a non-equilibrium geometry, from OMol25.

Last column: Löwdin charge in e.
Cartesian coordinates (Å):
In 0.118 0.803 0.277  0.77
O -2.797 0.432 0.583  -0.16
N -2.338 1.698 0.286  -0.12
C -2.923 2.272 -0.687  -0.11
C -3.982 1.633 -1.486  -0.21
C -5.205 2.258 -1.703  -0.01
C -6.214 1.587 -2.372  -0.05
C -6.001 0.294 -2.832  -0.05
C -4.768 -0.318 -2.662  -0.07
C -3.749 0.344 -1.989  -0.30
P -2.019 -0.319 -1.958  1.11
C -1.829 -0.223 -3.797  -0.38
C -1.866 -1.269 -4.712  -0.09
C -1.763 -1.009 -6.075  -0.07
C -1.637 0.291 -6.537  -0.08
C -1.612 1.345 -5.630  -0.07
C -1.694 1.086 -4.273  -0.13
C -2.254 -2.088 -1.584  -0.36
C -1.315 -3.027 -2.012  -0.15
C -1.423 -4.357 -1.635  -0.09
C -2.445 -4.756 -0.786  -0.07
C -3.359 -3.820 -0.320  -0.07
C -3.264 -2.493 -0.712  -0.10
H -2.333 0.188 1.424  0.03
H -2.600 3.288 -0.887  0.14
H -5.369 3.258 -1.319  0.12
H -7.168 2.070 -2.534  0.11
H -6.792 -0.235 -3.348  0.11
H -4.596 -1.312 -3.057  0.12
H -2.004 -2.289 -4.373  0.10
H -1.801 -1.830 -6.780  0.11
H -1.575 0.489 -7.599  0.11
H -1.543 2.366 -5.982  0.11
H -1.671 1.906 -3.561  0.11
H -0.505 -2.715 -2.666  0.09
H -0.717 -5.087 -2.011  0.11
H -2.529 -5.792 -0.486  0.11
H -4.155 -4.127 0.346  0.12
H -3.976 -1.764 -0.345  0.11
N -1.140 1.549 5.336  0.12
C -1.799 2.744 5.702  -0.24
C -1.992 3.040 7.042  -0.02
C -2.684 4.184 7.414  -0.07
C -3.224 5.014 6.448  -0.07
C -3.031 4.722 5.104  -0.09
C -2.297 3.609 4.735  -0.43
S -1.998 3.267 3.017  1.00
N -1.538 1.663 3.020  -0.27
C -1.250 1.007 4.076  -0.35
C -1.146 -0.473 3.946  -0.19
C -0.762 -1.298 5.001  0.00
C -0.963 -2.665 4.897  -0.04
C -1.523 -3.173 3.738  -0.05
C -1.770 -2.294 2.693  -0.14
N -1.590 -0.982 2.792  0.09
H -0.958 0.930 6.106  0.12
H -1.601 2.371 7.801  0.12
H -2.801 4.418 8.463  0.11
H -3.789 5.891 6.732  0.11
H -3.433 5.371 4.336  0.11
H -0.310 -0.894 5.896  0.11
H -0.706 -3.320 5.719  0.12
H -1.753 -4.224 3.642  0.11
H -2.154 -2.647 1.741  0.09
N 1.017 2.342 -1.168  0.03
C 2.223 2.818 -1.068  -0.48
C 2.603 3.936 -1.901  -0.02
C 3.854 4.489 -1.818  -0.07
C 4.805 3.994 -0.919  -0.05
C 4.483 2.895 -0.113  -0.07
C 3.249 2.306 -0.192  -0.07
H 1.861 4.330 -2.583  0.11
H 4.105 5.329 -2.453  0.11
H 5.780 4.455 -0.845  0.11
H 5.219 2.506 0.579  0.11
H 2.989 1.453 0.424  0.07
C 0.487 -5.588 1.598  -0.19
C 1.454 -4.476 1.994  -0.42
Sb 1.269 -2.743 0.690  1.36
C 1.977 -3.825 -1.087  -0.43
C 3.418 -4.319 -1.086  -0.17
C 3.058 -1.708 1.420  -0.45
C 4.260 -2.539 1.851  -0.17
H 0.444 -6.354 2.374  0.08
H 0.808 -6.076 0.677  0.06
H -0.526 -5.211 1.440  0.04
H 2.484 -4.830 1.943  0.04
H 1.262 -4.130 3.010  0.04
H 1.782 -3.194 -1.959  0.00
H 1.288 -4.668 -1.156  0.02
H 4.130 -3.492 -1.079  0.05
H 3.615 -4.922 -1.976  0.08
H 3.615 -4.948 -0.219  0.07
H 2.677 -1.136 2.273  0.03
H 3.339 -0.979 0.655  0.01
H 3.994 -3.244 2.638  0.06
H 5.039 -1.886 2.251  0.07
H 4.692 -3.096 1.023  0.05
Br 3.267 6.548 3.603  0.80
C 2.390 5.005 2.958  -0.67
C 2.704 3.757 3.476  -0.09
C 2.045 2.657 2.956  -0.14
N 1.129 2.738 1.995  -0.02
C 0.825 3.946 1.522  -0.20
C 1.429 5.109 1.965  -0.08
H 3.438 3.646 4.261  0.11
H 2.260 1.661 3.330  0.12
H 0.071 3.972 0.744  0.09
H 1.163 6.068 1.544  0.11
N 3.137 -0.552 -4.862  0.07
C 3.591 -1.400 -3.711  -0.09
C 3.193 -0.703 -2.405  -0.19
N 1.771 -0.423 -2.326  -0.05
C 1.317 0.337 -3.479  -0.21
C 1.652 -0.340 -4.806  -0.08
H 3.415 -0.967 -5.752  0.19
H 3.594 0.361 -4.791  0.19
H 4.669 -1.545 -3.767  0.14
H 3.096 -2.367 -3.794  0.13
H 3.730 0.250 -2.319  0.13
H 3.493 -1.331 -1.567  0.10
H 1.229 -1.275 -2.212  0.06
H 1.778 1.328 -3.438  0.12
H 0.244 0.484 -3.415  0.06
H 1.335 0.272 -5.650  0.14
H 1.171 -1.316 -4.877  0.13

Energy relative to the best compared isomer or geometry (same formula, charge and spin) (eV): 1.343
2S+1: 1
Net charge: +2
Lowest unoccupied orbital energy (alpha / beta) (eV): -5.59 / -6.12
Gap between HOMO and LUMO (alpha / beta) (eV): 5.384 / 4.853


(3)
The following is a quantum chemistry calculation of a structure of composition C52H60ClGeNO6PS2Sc in a non-equilibrium geometry, from OMol25.

Last column: Löwdin charge in e.
Cartesian coordinates (Å):
Sc -0.992 0.499 -0.157  0.86
O -2.382 2.668 3.811  -0.49
S -2.499 2.360 5.252  0.97
C -0.904 2.890 5.960  -0.33
C 0.305 2.506 5.097  -0.21
C 0.917 3.691 4.347  -0.22
C 0.175 4.116 3.082  -0.30
S 0.449 3.177 1.545  0.99
O -0.065 1.786 1.753  -0.59
C 2.238 3.074 1.640  -0.37
C 2.841 1.858 1.915  -0.07
C 4.227 1.774 1.917  -0.06
C 4.996 2.898 1.654  -0.10
C 4.381 4.113 1.374  -0.09
C 2.999 4.202 1.355  -0.08
C -2.219 0.609 5.527  -0.38
C -2.425 0.098 6.802  -0.11
C -2.239 -1.256 7.026  -0.10
C -1.875 -2.086 5.970  -0.09
C -1.694 -1.564 4.699  -0.05
C -1.863 -0.204 4.469  -0.06
H -0.854 2.475 6.967  0.08
H -0.993 3.976 6.056  0.08
H 0.032 1.723 4.385  0.09
H 1.070 2.079 5.751  0.11
H 1.957 3.463 4.100  0.10
H 0.951 4.555 5.021  0.11
H 0.443 5.134 2.781  0.09
H -0.909 4.064 3.202  0.07
H 2.222 0.988 2.087  0.04
H 4.701 0.819 2.107  0.11
H 6.077 2.826 1.647  0.10
H 4.980 4.987 1.146  0.10
H 2.512 5.137 1.106  0.09
H -2.742 0.750 7.609  0.10
H -2.396 -1.668 8.016  0.09
H -1.748 -3.148 6.139  0.10
H -1.434 -2.207 3.869  0.10
H -1.751 0.213 3.479  0.08
O -4.251 0.335 2.327  0.06
C -3.444 0.458 1.424  -0.57
O -2.318 -0.170 1.298  -0.18
C -3.672 1.508 0.280  -0.54
O -4.685 2.169 0.217  0.07
O -2.650 1.595 -0.523  -0.14
Cl 0.795 -0.957 2.073  0.71
C 2.072 -2.105 1.563  -0.60
C 2.891 -2.561 2.593  -0.15
C 3.943 -3.401 2.270  -0.13
C 4.146 -3.752 0.936  -0.12
C 3.287 -3.274 -0.042  -0.12
C 2.200 -2.432 0.234  -0.27
P 0.558 -1.624 -1.112  0.94
C 0.539 -3.341 -1.868  -0.28
C 0.680 -4.523 -1.144  -0.12
C 0.579 -5.770 -1.748  -0.10
C 0.340 -5.873 -3.110  -0.12
C 0.199 -4.712 -3.854  -0.09
C 0.293 -3.475 -3.237  -0.11
C 2.057 -0.969 -2.084  -0.31
C 2.477 -1.226 -3.384  -0.10
C 3.595 -0.593 -3.929  -0.11
C 4.333 0.302 -3.178  -0.12
C 3.942 0.560 -1.865  -0.09
C 2.825 -0.059 -1.345  -0.14
H 2.704 -2.258 3.617  0.09
H 4.597 -3.776 3.048  0.08
H 4.974 -4.400 0.667  0.08
H 3.464 -3.566 -1.076  0.10
H 0.877 -4.480 -0.082  0.09
H 0.683 -6.664 -1.142  0.09
H 0.250 -6.845 -3.582  0.09
H -0.016 -4.762 -4.915  0.10
H 0.133 -2.592 -3.835  0.08
H 1.950 -1.937 -4.003  0.07
H 3.880 -0.810 -4.953  0.09
H 5.197 0.800 -3.604  0.08
H 4.502 1.259 -1.254  0.09
H 2.516 0.164 -0.329  0.08
C -2.831 0.788 -3.905  -0.05
C -1.914 -0.281 -4.498  -0.37
C -0.456 0.158 -4.523  -0.06
C -2.211 -1.617 -3.838  -0.17
C -2.844 -2.552 -4.651  -0.08
C -3.338 -3.745 -4.157  -0.12
C -3.289 -3.936 -2.789  -0.07
C -2.680 -3.029 -1.928  -0.14
C -3.027 -3.248 -0.455  -0.34
C -1.960 -3.185 0.633  -0.07
C -4.187 -2.299 -0.127  -0.04
C -1.983 -1.899 -2.458  -0.26
N -1.100 -1.176 -1.648  -0.25
H -2.818 1.688 -4.521  0.06
H -2.534 1.063 -2.892  0.06
H -3.859 0.422 -3.858  0.09
H -2.219 -0.410 -5.545  0.11
H -0.036 0.153 -3.523  0.03
H -0.371 1.172 -4.926  0.08
H 0.146 -0.503 -5.151  0.07
H -2.957 -2.322 -5.707  0.09
H -3.796 -4.479 -4.810  0.08
H -3.756 -4.817 -2.357  0.10
H -3.429 -4.268 -0.414  0.11
H -1.629 -2.172 0.830  0.01
H -1.101 -3.804 0.391  0.05
H -2.397 -3.568 1.563  0.08
H -3.864 -1.266 -0.244  0.07
H -4.529 -2.425 0.903  0.08
H -5.026 -2.466 -0.807  0.08
C 1.527 4.120 -3.439  -0.24
Ge 0.119 3.732 -2.087  0.74
C -1.591 3.973 -3.026  -0.22
C 0.183 5.355 -0.935  -0.25
C 0.439 2.006 -1.259  -0.39
H 1.353 5.070 -3.952  0.00
H 1.558 3.321 -4.182  0.00
H 2.507 4.157 -2.957  0.00
H -1.747 5.036 -3.228  0.01
H -2.414 3.596 -2.418  0.01
H -1.592 3.442 -3.976  -0.01
H 0.073 6.227 -1.585  0.01
H 1.131 5.445 -0.404  -0.03
H -0.630 5.364 -0.210  0.00
H 1.360 2.152 -0.670  -0.05
H 0.786 1.411 -2.112  -0.05

Energy relative to the best compared isomer or geometry (same formula, charge and spin) (eV): 1.444
2S+1: 1
Net charge: -2
Lowest unoccupied orbital energy (eV): 3.57
Gap between HOMO and LUMO (eV): 4.667


Number 1: E_tot -3344.97126 a.u.. Number 2: E_tot -6274.10197 a.u.. Number 3: E_tot -6959.35676 a.u..